Record 1
Below is a structure of composition C13H12Br3F13InN2OS, with properties calculated with wB97M-V/def2-TZVPD.

Values from the calculation:
- E_LUMO: 1.3 eV
- Orbital gap: 6.4765 eV
- Total charge: -1
- HOMO energy: -5.18 eV

XYZ file:
```
46
C13H12Br3F13InN2OS wB97M-V/def2-TZVPD
F 1.588 -2.907 -0.245
C 1.081 -2.675 1.023
F 0.316 -1.482 1.038
F 0.117 -3.702 1.251
C 2.098 -2.702 2.241
F 1.863 -3.929 2.942
F 1.678 -1.703 3.160
C 3.658 -2.668 1.947
F 4.254 -3.236 3.128
F 4.079 -3.567 0.927
C 4.356 -1.227 1.835
F 4.256 -0.467 3.033
F 5.760 -1.543 1.781
C 4.086 -0.391 0.508
F 5.307 0.320 0.253
F 3.910 -1.190 -0.658
C 2.930 0.699 0.519
F 3.539 1.999 0.402
F 2.112 0.756 1.671
C 1.923 0.612 -0.758
C 2.537 1.279 -2.080
In 0.967 0.934 -3.727
C -0.406 -0.745 -2.995
C -1.309 -0.340 -1.733
S -3.117 -0.102 -2.157
C -3.862 0.291 -0.499
N -3.061 0.496 0.678
N -3.896 0.772 1.733
C -5.219 0.770 1.200
O -5.235 0.468 -0.181
H 1.531 -0.437 -0.939
H 1.032 1.276 -0.454
H 2.640 2.412 -1.931
H 3.526 0.804 -2.409
H -0.006 2.406 -4.053
H 1.757 0.344 -5.257
H 0.293 -1.611 -2.691
H -1.095 -1.045 -3.861
H -1.282 -1.220 -1.002
H -0.975 0.589 -1.172
H -6.113 0.953 1.879
C -7.607 4.054 1.153
Br -5.861 3.204 1.161
Br -7.774 5.377 2.564
Br -8.042 4.798 -0.586
H -8.340 3.277 1.358
```

Record 2
Below is a structure of composition C20H33Cl5N6OPd, with properties calculated with wB97M-V/def2-TZVPD.

Values from the calculation:
- E_LUMO (alpha / beta): -5.4 / -6.4 eV
- Orbital gap (alpha / beta): 7.7618 / 7.1463 eV
- Spin multiplicity: 3
- Total charge: +2
- HOMO energy (alpha / beta): -13.18 / -13.57 eV
- ΔE to the lowest compared entry with this formula, charge and spin: 238.2 kcal per mole

XYZ file:
```
66
C20H33Cl5N6OPd wB97M-V/def2-TZVPD
Pd 0.979 0.022 0.095
Cl 3.940 -2.546 -0.319
C 2.056 -1.404 -2.798
C 2.383 0.205 -1.224
C 3.035 0.861 -2.161
Cl 2.554 2.410 -2.859
C 4.331 0.366 -2.637
Cl 5.719 1.303 -2.262
C 4.405 -0.838 -3.211
Cl 5.880 -1.666 -3.498
C 3.169 -1.571 -3.484
Cl 3.047 -2.746 -4.741
C -0.636 -4.346 -1.260
N 0.476 -3.468 -0.920
C 0.459 -2.741 0.213
N 1.532 -1.875 0.425
O -0.417 -2.837 1.082
H -0.262 -5.193 -1.830
H -1.394 -3.828 -1.851
H -1.093 -4.708 -0.344
H 0.998 -3.069 -1.689
H 5.149 -3.035 -0.491
H 3.814 -2.973 0.901
C -1.147 1.540 3.889
C -0.254 1.445 2.634
N -0.281 0.079 2.075
C -1.689 -0.311 1.852
C -2.442 -0.426 3.192
N -1.559 0.148 4.262
C -0.342 -0.711 4.435
C 0.337 -0.840 3.057
H -2.059 2.108 3.711
H -0.627 1.972 4.742
H 0.779 1.696 2.873
H -0.612 2.137 1.877
H -1.696 -1.270 1.337
H -2.146 0.446 1.218
H -2.648 -1.459 3.466
H -3.374 0.135 3.200
H -2.076 0.174 5.141
H -0.672 -1.673 4.821
H 0.286 -0.229 5.182
H 0.244 -1.849 2.660
H 1.394 -0.593 3.132
C -1.572 -0.567 -2.104
C -0.597 0.402 -2.752
N -0.876 1.811 -2.448
C -1.681 2.495 -3.476
C -0.854 2.948 -4.669
C -0.346 2.466 -1.419
C -0.519 3.962 -1.373
N 0.304 1.896 -0.421
H -1.324 -1.592 -2.387
H -2.599 -0.369 -2.414
H -1.523 -0.498 -1.019
H -0.650 0.308 -3.836
H 0.429 0.168 -2.480
H -2.213 3.331 -3.030
H -2.444 1.783 -3.793
H -0.116 3.698 -4.385
H -1.506 3.383 -5.426
H -0.322 2.113 -5.125
H -1.563 4.226 -1.197
H -0.210 4.422 -2.309
H 0.079 4.387 -0.571
H 0.766 2.613 0.121
```

Repeat the first record exactly.
Below is a structure of composition C13H12Br3F13InN2OS, with properties calculated with wB97M-V/def2-TZVPD.

Values from the calculation:
- E_LUMO: 1.3 eV
- Orbital gap: 6.4765 eV
- Total charge: -1
- HOMO energy: -5.18 eV

XYZ file:
```
46
C13H12Br3F13InN2OS wB97M-V/def2-TZVPD
F 1.588 -2.907 -0.245
C 1.081 -2.675 1.023
F 0.316 -1.482 1.038
F 0.117 -3.702 1.251
C 2.098 -2.702 2.241
F 1.863 -3.929 2.942
F 1.678 -1.703 3.160
C 3.658 -2.668 1.947
F 4.254 -3.236 3.128
F 4.079 -3.567 0.927
C 4.356 -1.227 1.835
F 4.256 -0.467 3.033
F 5.760 -1.543 1.781
C 4.086 -0.391 0.508
F 5.307 0.320 0.253
F 3.910 -1.190 -0.658
C 2.930 0.699 0.519
F 3.539 1.999 0.402
F 2.112 0.756 1.671
C 1.923 0.612 -0.758
C 2.537 1.279 -2.080
In 0.967 0.934 -3.727
C -0.406 -0.745 -2.995
C -1.309 -0.340 -1.733
S -3.117 -0.102 -2.157
C -3.862 0.291 -0.499
N -3.061 0.496 0.678
N -3.896 0.772 1.733
C -5.219 0.770 1.200
O -5.235 0.468 -0.181
H 1.531 -0.437 -0.939
H 1.032 1.276 -0.454
H 2.640 2.412 -1.931
H 3.526 0.804 -2.409
H -0.006 2.406 -4.053
H 1.757 0.344 -5.257
H 0.293 -1.611 -2.691
H -1.095 -1.045 -3.861
H -1.282 -1.220 -1.002
H -0.975 0.589 -1.172
H -6.113 0.953 1.879
C -7.607 4.054 1.153
Br -5.861 3.204 1.161
Br -7.774 5.377 2.564
Br -8.042 4.798 -0.586
H -8.340 3.277 1.358
```

Q: Which value of total charge does entry 2 give?
A: +2

Repeat the first record exactly.
Below is a structure of composition C13H12Br3F13InN2OS, with properties calculated with wB97M-V/def2-TZVPD.

Values from the calculation:
- E_LUMO: 1.3 eV
- Orbital gap: 6.4765 eV
- Total charge: -1
- HOMO energy: -5.18 eV

XYZ file:
```
46
C13H12Br3F13InN2OS wB97M-V/def2-TZVPD
F 1.588 -2.907 -0.245
C 1.081 -2.675 1.023
F 0.316 -1.482 1.038
F 0.117 -3.702 1.251
C 2.098 -2.702 2.241
F 1.863 -3.929 2.942
F 1.678 -1.703 3.160
C 3.658 -2.668 1.947
F 4.254 -3.236 3.128
F 4.079 -3.567 0.927
C 4.356 -1.227 1.835
F 4.256 -0.467 3.033
F 5.760 -1.543 1.781
C 4.086 -0.391 0.508
F 5.307 0.320 0.253
F 3.910 -1.190 -0.658
C 2.930 0.699 0.519
F 3.539 1.999 0.402
F 2.112 0.756 1.671
C 1.923 0.612 -0.758
C 2.537 1.279 -2.080
In 0.967 0.934 -3.727
C -0.406 -0.745 -2.995
C -1.309 -0.340 -1.733
S -3.117 -0.102 -2.157
C -3.862 0.291 -0.499
N -3.061 0.496 0.678
N -3.896 0.772 1.733
C -5.219 0.770 1.200
O -5.235 0.468 -0.181
H 1.531 -0.437 -0.939
H 1.032 1.276 -0.454
H 2.640 2.412 -1.931
H 3.526 0.804 -2.409
H -0.006 2.406 -4.053
H 1.757 0.344 -5.257
H 0.293 -1.611 -2.691
H -1.095 -1.045 -3.861
H -1.282 -1.220 -1.002
H -0.975 0.589 -1.172
H -6.113 0.953 1.879
C -7.607 4.054 1.153
Br -5.861 3.204 1.161
Br -7.774 5.377 2.564
Br -8.042 4.798 -0.586
H -8.340 3.277 1.358
```

Q: The lowest total charge belongs to which entry?
A: C13H12Br3F13InN2OS